The following is a quantum chemistry calculation of an isolated molecule of C2H5N3O at a distorted geometry, from OMol25.

```
11
Properties=species:S:1:pos:R:3
C 1.66 -2.06 -0.50
C 1.22 -1.05 0.22
N 0.10 -0.26 -0.14
N -0.28 0.77 0.38
O -1.64 1.11 -0.34
N -1.92 2.43 0.01
H 2.53 -2.69 -0.04
H 1.16 -2.43 -1.37
H 1.88 -0.72 1.07
H -1.90 2.25 1.08
H -2.83 2.64 -0.38
```

Output
HOMO level   -8.7 eV
Total charge   0
Relative energy (zero: lowest compared OMol25 entry of this formula, charge and spin)   615.6 kJ/mol
Frontier orbital gap   8.64 eV
Largest force on an atom   3.3 eV Å⁻¹
SMILES   C=C/N=N/ON
Lowest unoccupied orbital energy   -0.05 eV